No. 1
{
  "formula": "C2H4OS2",
  "method": "ωB97M-V/def2-TZVPD",
  "de_lowest_kcal_mol": 20.6,
  "homo_lumo_gap_ev": 8.47,
  "lumo_ev": -0.9,
  "species": ["C", "C", "O", "S", "S", "H", "H", "H", "H"],
  "coordinates": [[-0.386, 3.302, -0.088], [-0.103, -0.964, 0.677], [-1.081, 4.176, -0.449], [-1.109, 2.022, 0.849], [0.675, 0.512, 1.287], [0.702, 3.314, -0.367], [0.606, -1.786, 0.453], [-0.732, -0.924, -0.230], [-0.795, -1.530, 1.389]]
}


No. 2
{
  "formula": "C3H10OS",
  "method": "ωB97M-V/def2-TZVPD",
  "de_lowest_kcal_mol": 10.9,
  "homo_lumo_gap_ev": 9.32,
  "lumo_ev": 0.8,
  "species": ["C", "C", "S", "C", "H", "H", "H", "H", "H", "H", "H", "H", "H", "H", "O"],
  "coordinates": [[-2.158, 0.668, 1.380], [-0.661, 0.438, 1.210], [-0.319, 0.461, -0.587], [1.537, 0.515, -0.573], [-2.346, 0.504, 2.446], [-2.496, 1.671, 1.131], [-2.782, -0.008, 0.800], [-0.067, 1.119, 1.812], [-0.435, -0.581, 1.527], [2.073, 0.006, -1.380], [1.814, -0.184, 0.219], [1.782, 1.566, -0.572], [1.654, -2.742, -2.602], [0.737, -1.671, -2.273], [1.668, -1.761, -2.537]]
}


No. 3
{
  "formula": "C13H10N3",
  "method": "ωB97M-V/def2-TZVPD",
  "charge": -1,
  "de_lowest_kcal_mol": 9.5,
  "homo_lumo_gap_ev": 6.53,
  "lumo_ev": 3.1,
  "species": ["C", "C", "C", "N", "H", "H", "H", "C", "C", "C", "N", "C", "C", "C", "C", "C", "N", "C", "C", "H", "H", "H", "H", "H", "H", "H"],
  "coordinates": [[-0.299, -0.099, -2.384], [0.846, -0.803, -2.633], [2.098, -0.196, -2.790], [3.186, 0.144, -3.111], [-1.276, -0.467, -2.818], [-0.222, 0.984, -2.121], [0.841, -1.871, -2.861], [-2.412, 0.848, -0.855], [-1.284, -0.202, -0.648], [-1.663, -1.553, -0.916], [-2.096, -2.646, -1.047], [-0.470, -0.070, 0.586], [-0.183, 1.221, 1.118], [0.764, 1.399, 2.117], [1.418, 0.309, 2.696], [2.436, 0.543, 3.676], [3.301, 0.783, 4.435], [1.114, -0.974, 2.233], [0.176, -1.174, 1.219], [-2.208, 1.764, -0.275], [-2.614, 1.135, -1.931], [-3.352, 0.433, -0.414], [-0.721, 2.102, 0.751], [1.059, 2.409, 2.396], [1.678, -1.823, 2.616], [-0.116, -2.198, 0.961]]
}


No. 4
{
  "formula": "C3H5NO",
  "method": "ωB97M-V/def2-TZVPD",
  "de_lowest_kcal_mol": 79.9,
  "homo_lumo_gap_ev": 10.77,
  "lumo_ev": 0.6,
  "species": ["C", "O", "C", "C", "N", "H", "H", "H", "H", "H"],
  "coordinates": [[-1.452, 1.056, -0.055], [-1.171, 0.646, -1.150], [1.020, -0.895, -0.545], [0.817, -0.393, 0.783], [1.808, -1.154, 0.753], [-2.098, 0.484, 0.641], [-1.049, 2.011, 0.334], [0.241, 0.220, 1.470], [1.488, -0.269, -1.304], [0.397, -1.703, -0.928]]
}


No. 5
{
  "formula": "C4H14N2O",
  "method": "ωB97M-V/def2-TZVPD",
  "de_lowest_kcal_mol": 56.5,
  "homo_lumo_gap_ev": 9.83,
  "lumo_ev": 1.0,
  "species": ["C", "C", "C", "C", "N", "H", "H", "H", "H", "H", "H", "H", "H", "H", "H", "H", "N", "O", "H", "H", "H"],
  "coordinates": [[0.174, 1.210, 0.376], [0.735, 0.448, -0.840], [-1.348, 1.137, 0.482], [-0.030, 0.658, -2.141], [0.725, 0.717, 1.633], [0.463, 2.268, 0.295], [1.738, 0.686, 1.582], [0.383, -0.227, 1.789], [1.777, 0.752, -0.986], [0.741, -0.619, -0.614], [-1.680, 0.103, 0.455], [-1.654, 1.569, 1.429], [-1.823, 1.689, -0.321], [0.476, 0.140, -2.956], [-1.042, 0.267, -2.068], [-0.082, 1.717, -2.392], [-0.360, -2.262, 0.978], [0.924, -2.735, 0.538], [1.563, -2.355, 1.156], [-0.796, -3.034, 1.482], [-0.885, -2.130, 0.122]]
}


No. 6
{
  "formula": "C20H24N3OsSeSi",
  "method": "ωB97M-V/def2-TZVPD",
  "charge": 3,
  "homo_lumo_gap_ev": 6.54,
  "lumo_ev": -10.1,
  "species": ["Os", "C", "C", "C", "C", "C", "C", "N", "C", "C", "C", "C", "C", "N", "C", "C", "C", "C", "C", "C", "N", "H", "H", "H", "H", "H", "H", "H", "H", "H", "H", "H", "H", "H", "H", "H", "C", "Si", "C", "C", "Se", "H", "H", "H", "H", "H", "H", "H", "H", "H"],
  "coordinates": [[0.310, 0.828, -1.155], [2.416, 2.940, 0.285], [1.033, 3.488, 0.166], [0.713, 4.744, 0.674], [-0.565, 5.246, 0.544], [-1.534, 4.489, -0.115], [-1.188, 3.256, -0.600], [0.077, 2.750, -0.445], [-2.089, 2.406, -1.400], [-3.401, 2.667, -1.750], [-4.046, 1.789, -2.612], [-3.367, 0.701, -3.148], [-2.056, 0.487, -2.765], [-1.479, 1.309, -1.874], [-1.123, -0.527, -3.290], [-1.432, -1.398, -4.301], [-0.435, -2.245, -4.783], [0.832, -2.174, -4.247], [1.115, -1.274, -3.223], [2.488, -1.174, -2.645], [0.133, -0.478, -2.742], [3.070, 3.669, 0.758], [2.828, 2.700, -0.696], [2.423, 2.028, 0.885], [1.485, 5.320, 1.165], [-0.811, 6.225, 0.933], [-2.531, 4.878, -0.257], [-3.913, 3.542, -1.376], [-5.074, 1.973, -2.896], [-3.853, 0.050, -3.859], [-2.423, -1.415, -4.730], [-0.654, -2.940, -5.584], [1.625, -2.808, -4.617], [3.165, -1.846, -3.166], [2.484, -1.438, -1.586], [2.878, -0.160, -2.737], [2.007, -2.219, 5.590], [0.929, -3.593, 5.070], [-0.731, -3.771, 5.792], [1.558, -4.840, 3.902], [0.450, -0.428, 0.615], [2.575, -2.574, 6.463], [1.443, -1.346, 5.918], [2.740, -1.947, 4.831], [-0.623, -4.370, 6.708], [-1.414, -4.315, 5.139], [-1.162, -2.816, 6.090], [2.066, -5.611, 4.500], [2.303, -4.437, 3.216], [0.759, -5.342, 3.356]]
}


No. 7
{
  "formula": "C38H81F3NO3",
  "method": "ωB97M-V/def2-TZVPD",
  "multiplicity": 2,
  "homo_lumo_gap_ev": [9.36, 9.62],
  "lumo_ev": [0.5, -0.2],
  "species": ["C", "O", "C", "C", "C", "C", "O", "C", "F", "F", "F", "C", "C", "C", "C", "N", "O", "C", "C", "C", "C", "H", "H", "H", "H", "H", "H", "H", "H", "H", "H", "H", "H", "H", "H", "H", "H", "H", "H", "H", "H", "H", "H", "H", "H", "H", "C", "C", "C", "C", "C", "C", "H", "H", "H", "H", "H", "H", "H", "H", "H", "H", "H", "H", "H", "H", "C", "C", "C", "C", "C", "C", "H", "H", "H", "H", "H", "H", "H", "H", "H", "H", "H", "H", "H", "H", "C", "C", "C", "C", "C", "C", "H", "H", "H", "H", "H", "H", "H", "H", "H", "H", "H", "H", "H", "H", "C", "C", "C", "C", "C", "C", "H", "H", "H", "H", "H", "H", "H", "H", "H", "H", "H", "H", "H", "H"],
  "coordinates": [[-3.002, 3.023, 4.639], [-2.896, 1.593, 4.389], [-1.601, 1.111, 4.879], [-0.759, 0.439, 3.706], [-1.087, -1.071, 3.352], [-1.997, -1.889, 4.351], [-3.367, -1.409, 4.458], [-1.345, -2.170, 5.790], [-1.297, -3.572, 5.999], [-0.030, -1.733, 5.914], [-2.174, -1.700, 6.830], [0.805, 0.639, 4.108], [1.668, 1.401, 3.011], [1.642, 3.000, 3.138], [3.210, 0.988, 3.303], [1.365, 0.886, 1.652], [2.262, 1.208, 0.766], [-0.026, 1.161, 1.210], [-0.394, -0.008, 0.149], [-0.115, 2.527, 0.342], [-1.100, 1.307, 2.372], [-3.939, 3.406, 4.101], [-2.135, 3.605, 4.171], [-3.120, 3.251, 5.750], [-1.695, 0.503, 5.828], [-1.034, 2.064, 5.175], [-1.607, -1.102, 2.331], [-0.104, -1.648, 3.243], [-2.114, -2.934, 3.890], [-3.433, -0.779, 3.710], [1.308, -0.378, 4.262], [0.922, 1.197, 5.086], [2.193, 3.502, 2.273], [0.602, 3.445, 3.175], [2.212, 3.270, 4.078], [3.339, -0.069, 2.911], [3.290, 0.915, 4.445], [3.950, 1.728, 2.881], [-0.157, -0.999, 0.675], [-1.529, -0.005, 0.025], [0.141, 0.110, -0.837], [-1.203, 2.559, -0.025], [0.524, 2.493, -0.590], [0.022, 3.457, 0.973], [-1.193, 2.401, 2.657], [-2.137, 1.000, 1.997], [9.317, 3.432, 0.985], [8.729, 2.180, 1.621], [8.694, 0.979, 0.675], [7.826, 1.155, -0.574], [6.358, 1.489, -0.307], [5.619, 0.398, 0.455], [8.718, 3.776, 0.139], [9.354, 4.245, 1.715], [10.336, 3.250, 0.634], [7.725, 2.398, 2.000], [9.335, 1.915, 2.493], [8.353, 0.102, 1.234], [9.717, 0.751, 0.355], [7.879, 0.233, -1.163], [8.255, 1.939, -1.208], [5.857, 1.639, -1.269], [6.273, 2.437, 0.235], [5.656, -0.551, -0.088], [4.569, 0.675, 0.579], [6.041, 0.243, 1.451], [-2.120, -3.798, -0.576], [-3.398, -3.036, -0.895], [-4.164, -2.591, 0.352], [-4.668, -3.724, 1.249], [-5.585, -4.739, 0.564], [-6.879, -4.127, 0.045], [-2.325, -4.729, -0.042], [-1.594, -4.056, -1.499], [-1.447, -3.191, 0.037], [-4.038, -3.645, -1.539], [-3.136, -2.145, -1.475], [-5.010, -1.969, 0.041], [-3.517, -1.938, 0.952], [-5.201, -3.281, 2.098], [-3.813, -4.257, 1.679], [-5.836, -5.521, 1.288], [-5.059, -5.237, -0.256], [-7.442, -3.657, 0.856], [-7.511, -4.902, -0.397], [-6.691, -3.376, -0.726], [-8.082, -4.936, -7.083], [-7.601, -5.964, -6.068], [-7.634, -5.454, -4.627], [-6.729, -4.253, -4.337], [-5.246, -4.463, -4.646], [-4.607, -5.565, -3.813], [-7.441, -4.051, -7.099], [-8.075, -5.366, -8.088], [-9.104, -4.617, -6.861], [-6.593, -6.297, -6.333], [-8.244, -6.847, -6.136], [-7.370, -6.278, -3.957], [-8.663, -5.178, -4.372], [-6.837, -3.988, -3.279], [-7.086, -3.384, -4.900], [-4.716, -3.525, -4.447], [-5.103, -4.676, -5.710], [-4.705, -5.352, -2.745], [-3.542, -5.643, -4.045], [-5.061, -6.538, -4.014], [3.200, 3.130, -2.602], [3.930, 4.161, -1.753], [3.418, 5.588, -1.960], [3.588, 6.145, -3.376], [5.023, 6.160, -3.903], [5.956, 7.046, -3.087], [3.341, 3.311, -3.670], [3.577, 2.127, -2.385], [2.127, 3.138, -2.390], [5.004, 4.107, -1.953], [3.800, 3.897, -0.698], [3.922, 6.248, -1.246], [2.354, 5.623, -1.701], [3.192, 7.167, -3.394], [2.965, 5.571, -4.070], [5.008, 6.529, -4.934], [5.426, 5.144, -3.948], [5.593, 8.076, -3.062], [6.954, 7.051, -3.531], [6.054, 6.689, -2.059]]
}


No. 8
{
  "formula": "C4H7NS2",
  "method": "ωB97M-V/def2-TZVPD",
  "de_lowest_kcal_mol": 76.7,
  "homo_lumo_gap_ev": 7.87,
  "lumo_ev": -1.0,
  "species": ["C", "C", "C", "C", "H", "H", "H", "H", "H", "H", "H", "N", "S", "S"],
  "coordinates": [[-0.206, 1.808, 0.293], [0.563, 0.822, -0.534], [1.113, -0.531, -0.225], [-1.040, -1.720, 0.202], [0.179, 1.864, 1.559], [-0.008, 2.820, -0.244], [-1.481, 1.518, 0.309], [1.331, 1.063, -1.401], [-0.369, 0.582, -1.060], [0.727, -2.243, 0.857], [-1.459, -2.446, 0.842], [0.281, -1.490, 0.179], [2.687, -1.086, -0.293], [-2.318, -0.961, -0.482]]
}


Values for E, eV, ordered as above
-25855.60080; -16155.39196; -18112.35500; -6726.10873; -9401.15774; -101266.74008; -56501.65541; -27418.51938